Below is a cluster of 4 separate species, C43H87BrI2N4O17P4 in total at a distorted geometry, with properties calculated with ωB97M-V/def2-TZVPD.

Cartesian coordinates (Å):
C1 5.05 4.23 2.17
C2 5.52 3.13 1.18
P1 4.10 2.25 0.32
C3 4.45 2.50 -1.47
C4 3.27 2.08 -2.41
C5 4.34 0.43 0.84
Br1 4.83 -0.59 -0.83
O1 3.12 -0.12 1.22
C6 2.89 -0.32 2.59
I1 3.66 1.35 3.85
C7 3.84 -1.54 3.05
N1 5.08 -1.17 3.75
C8 5.40 -2.07 4.87
C9 1.37 -0.57 2.83
C10 0.65 0.80 2.42
C11 0.33 1.06 0.91
C12 -1.20 1.28 0.73
N2 -1.46 2.70 1.12
C13 -2.83 3.12 0.78
C14 -3.06 4.50 1.39
C15 -2.41 4.92 2.52
C16 -2.60 6.18 3.03
C17 -3.43 7.06 2.42
C18 -4.11 6.65 1.31
C19 -3.95 5.40 0.78
O2 -4.67 5.04 -0.34
C20 1.14 -0.72 4.38
O3 0.63 0.46 5.01
N3 -0.71 0.28 5.31
O4 -1.23 1.30 5.53
N4 0.73 -1.61 2.02
C21 1.40 -2.89 1.87
C22 2.32 -3.00 0.62
O5 1.96 -3.62 -0.32
C23 -0.67 -1.89 2.31
C24 -1.53 -2.32 1.07
C25 -0.84 -2.26 -0.31
I2 -2.29 -4.35 1.41
H1 5.60 5.16 2.02
H2 5.27 3.88 3.19
H3 3.96 4.38 2.12
H4 6.13 3.61 0.40
H5 6.18 2.39 1.65
H6 5.41 2.10 -1.82
H7 4.54 3.59 -1.60
H8 2.42 1.76 -1.79
H9 2.98 2.89 -3.07
H10 3.59 1.22 -3.00
H11 5.19 0.26 1.49
H12 3.31 -2.19 3.75
H13 4.15 -2.15 2.19
H14 5.83 -1.26 3.09
H15 5.17 -1.62 5.84
H16 4.97 -3.08 4.78
H17 6.49 -2.21 4.87
H18 -0.34 0.86 2.89
H19 1.19 1.67 2.77
H20 0.77 0.37 0.20
H21 0.76 2.04 0.66
H22 -1.78 0.67 1.45
H23 -1.52 1.12 -0.30
H24 -1.45 2.66 2.14
H25 -2.86 3.24 -0.31
H26 -3.61 2.38 1.05
H27 -1.72 4.26 3.04
H28 -2.06 6.49 3.92
H29 -3.59 8.08 2.78
H30 -4.79 7.33 0.80
H31 -5.43 4.55 -0.01
H32 0.45 -1.53 4.63
H33 2.06 -0.95 4.92
H34 1.93 -3.23 2.79
H35 0.70 -3.71 1.69
H36 3.30 -2.50 0.54
H37 -1.22 -1.11 2.85
H38 -0.71 -2.74 3.01
H39 -2.43 -1.71 1.03
H40 -1.45 -1.64 -0.98
H41 -0.86 -3.26 -0.76
H42 0.18 -1.88 -0.32
C26 -9.60 9.97 -3.01
C27 -8.95 9.60 -4.34
O6 -8.34 8.31 -4.28
P2 -9.30 6.98 -4.38
O7 -9.99 7.23 -5.68
O8 -8.24 5.84 -4.91
C28 -8.60 4.98 -5.99
C29 -7.96 5.45 -7.28
O9 -9.02 6.53 -2.83
C30 -7.70 6.39 -2.28
C31 -7.31 7.60 -1.45
H43 -10.29 9.19 -2.68
H44 -10.14 10.91 -3.10
H45 -8.84 10.08 -2.23
H46 -9.68 9.64 -5.14
H47 -8.16 10.32 -4.58
H48 -9.69 4.91 -6.09
H49 -8.24 3.98 -5.74
H50 -8.13 6.52 -7.45
H51 -8.35 4.90 -8.14
H52 -6.88 5.31 -7.24
H53 -6.94 6.20 -3.03
H54 -7.73 5.52 -1.63
H55 -7.00 8.43 -2.09
H56 -6.46 7.36 -0.80
H57 -8.14 7.95 -0.84
C32 -4.25 -5.30 -9.57
C33 -3.40 -5.57 -8.33
O10 -3.23 -4.39 -7.55
P3 -4.47 -3.89 -6.60
O11 -4.68 -5.10 -5.75
O12 -3.68 -2.97 -5.47
C34 -3.96 -3.13 -4.08
C35 -2.86 -3.93 -3.44
O13 -4.74 -2.54 -7.48
C36 -3.67 -1.64 -7.80
C37 -3.17 -1.84 -9.22
H58 -5.20 -4.83 -9.31
H59 -4.45 -6.23 -10.10
H60 -3.73 -4.62 -10.25
H61 -3.85 -6.37 -7.74
H62 -2.41 -5.91 -8.63
H63 -4.94 -3.58 -3.92
H64 -4.00 -2.13 -3.64
H65 -2.65 -4.85 -4.00
H66 -3.11 -4.21 -2.41
H67 -1.93 -3.36 -3.42
H68 -2.84 -1.71 -7.10
H69 -4.08 -0.64 -7.71
H70 -2.51 -2.71 -9.28
H71 -2.59 -0.97 -9.54
H72 -4.00 -2.00 -9.91
C38 7.89 -6.41 9.01
C39 9.02 -5.79 8.20
O14 9.16 -6.42 6.93
P4 8.09 -6.04 5.73
O15 8.34 -4.56 5.66
O16 8.96 -6.44 4.39
C40 9.03 -5.54 3.27
C41 10.36 -4.81 3.27
O17 7.44 -7.55 5.73
C42 8.25 -8.73 5.64
C43 8.45 -9.39 6.99
H73 6.95 -6.42 8.44
H74 7.73 -5.85 9.93
H75 8.12 -7.44 9.27
H76 8.86 -4.72 8.08
H77 9.96 -5.92 8.73
H78 8.20 -4.85 3.28
H79 8.95 -6.15 2.37
H80 10.58 -4.37 4.24
H81 10.36 -4.01 2.52
H82 11.17 -5.50 3.05
H83 9.20 -8.54 5.16
H84 7.69 -9.41 4.99
H85 9.21 -8.87 7.57
H86 8.79 -10.42 6.86
H87 7.53 -9.38 7.57

E_HOMO	-8.33	eV
net charge	0
max |F|	8.5	eV Å⁻¹
multiplicity	1
SMILES string	CCP(CC)[C@H](Br)O[C@](I)(CNC)[C@](CCCNCc1ccccc1O)(CON=O)N(CC=O)C[C@@H](C)I.CCOP(=O)(OCC)OCC.CCOP(=O)(OCC)OCC.CCOP(=O)(OCC)OCC
lowest unoccupied orbital energy	-1.1328	eV
orbital gap	7.202	eV

***

Below is an isolated molecule of C5H7ClN4O2 at a distorted geometry, with properties calculated with ωB97M-V/def2-TZVPD.

Cartesian coordinates (Å):
C1 -1.94 4.25 0.83
C2 -2.63 3.84 -0.21
C3 -1.31 -1.01 0.20
C4 1.08 -0.05 -0.01
C5 -0.44 0.12 -0.31
N1 -1.14 3.18 1.55
N2 -0.84 2.11 1.16
N3 -0.98 1.29 0.27
N4 -2.69 2.67 -0.98
O1 -1.89 2.69 -1.93
O2 -3.56 1.86 -0.80
Cl1 -1.49 5.76 1.42
H1 -1.14 -1.93 -0.34
H2 -2.30 -0.96 -0.03
H3 -1.26 -1.24 1.26
H4 1.55 0.93 -0.19
H5 1.32 -0.70 -0.89
H6 1.42 -0.41 0.93
H7 -0.40 0.40 -1.36

E_HOMO (alpha / beta)	-9.27 / -8.64	eV
net charge	0
max |F|	3.5	eV Å⁻¹
multiplicity	1
relative energy (zero: lowest compared OMol25 entry of this formula, charge and spin)	136.8	kcal/mol
lowest unoccupied orbital energy (alpha / beta)	-1.5062 / -2.3211	eV
orbital gap (alpha / beta)	7.764 / 6.318	eV

***

Below is a cluster of 2 separate species, C4H12NO2S in total at a distorted geometry, with properties calculated with ωB97M-V/def2-TZVPD.

Cartesian coordinates (Å):
C1 0.69 -0.94 0.85
N1 -0.70 -0.88 1.32
C2 -0.86 0.38 2.06
O1 -0.95 1.49 1.18
C3 0.47 -0.19 -0.62
C4 1.44 0.89 -1.11
S1 1.73 0.89 -2.89
H1 1.40 -0.44 1.53
H2 1.12 -1.87 0.53
H3 -1.35 -1.10 0.56
H4 -1.77 0.49 2.75
H5 -0.03 0.75 2.74
H6 -0.47 0.42 -0.58
H7 0.23 -1.01 -1.23
H8 2.44 0.41 -0.65
H9 1.37 1.87 -0.77
H10 -0.37 1.56 0.41
H11 -1.09 -1.67 -1.82
H12 -1.44 -0.20 -2.43
O2 -1.86 -0.84 -1.85

E_HOMO (alpha / beta)	-8.78 / -8.69	eV
net charge	0
max |F|	5.8	eV Å⁻¹
multiplicity	2
relative energy (zero: lowest compared OMol25 entry of this formula, charge and spin)	70.9	kcal/mol
lowest unoccupied orbital energy (alpha / beta)	0.5314 / -2.2225	eV
orbital gap (alpha / beta)	9.310 / 6.470	eV

***

Below is a structure of composition C26H42N6PPdSi2Te2, with properties calculated with ωB97M-V/def2-TZVPD.

Cartesian coordinates (Å):
Pd1 -2.72 -3.36 0.68
C1 -5.49 -7.99 1.97
N1 -5.07 -6.59 2.08
C2 -5.57 -5.70 2.98
C3 -4.94 -4.51 2.74
N2 -4.08 -4.68 1.70
C4 -4.17 -5.95 1.31
P1 -3.24 -6.73 -0.06
C5 -3.57 -5.46 -1.33
N3 -3.41 -4.15 -1.19
C6 -3.76 -3.56 -2.37
C7 -4.13 -4.54 -3.24
N4 -4.01 -5.73 -2.58
C8 -4.37 -7.03 -3.14
C9 -1.57 -6.17 0.43
N5 -1.22 -4.93 0.73
C10 0.11 -4.95 1.05
C11 0.57 -6.23 0.93
N6 -0.50 -6.99 0.54
C12 -0.45 -8.44 0.35
H1 -6.15 -8.22 2.80
H2 -4.62 -8.65 2.03
H3 -6.01 -8.16 1.03
H4 -6.31 -5.97 3.71
H5 -5.05 -3.57 3.25
H6 -3.71 -2.50 -2.53
H7 -4.47 -4.49 -4.27
H8 -4.19 -7.01 -4.21
H9 -5.42 -7.25 -2.96
H10 -3.75 -7.81 -2.70
H11 0.65 -4.06 1.33
H12 1.54 -6.65 1.09
H13 0.55 -8.72 0.05
H14 -1.14 -8.73 -0.44
H15 -0.71 -8.95 1.27
C13 5.57 7.23 2.32
Si1 4.24 6.65 1.16
C14 3.32 8.07 0.37
C15 3.07 5.44 1.96
C16 5.18 5.68 -0.23
Te1 3.95 4.94 -1.74
C17 3.97 6.61 -2.98
Si2 5.43 6.63 -4.27
C18 5.22 5.11 -5.32
C19 5.20 8.21 -5.21
C20 7.03 6.58 -3.32
H16 5.13 7.76 3.16
H17 6.27 7.91 1.82
H18 6.15 6.39 2.72
H19 2.84 8.66 1.16
H20 2.53 7.74 -0.31
H21 3.99 8.74 -0.16
H22 3.61 4.61 2.43
H23 2.36 5.02 1.24
H24 2.49 5.94 2.73
H25 5.69 4.83 0.21
H26 5.91 6.33 -0.72
H27 4.02 7.48 -2.33
H28 3.03 6.62 -3.52
H29 4.24 5.08 -5.80
H30 5.34 4.18 -4.75
H31 5.97 5.10 -6.11
H32 4.23 8.24 -5.72
H33 5.97 8.30 -5.97
H34 5.27 9.08 -4.56
H35 7.17 5.66 -2.76
H36 7.13 7.43 -2.64
H37 7.86 6.65 -4.03
Te2 -4.29 -1.20 0.75
C21 -4.14 -0.71 2.75
C22 -3.28 -1.40 3.62
C23 -3.22 -1.04 4.95
C24 -4.02 0.00 5.43
C25 -4.87 0.68 4.57
C26 -4.93 0.34 3.23
H38 -2.65 -2.21 3.25
H39 -2.55 -1.56 5.62
H40 -3.97 0.27 6.47
H41 -5.49 1.49 4.94
H42 -5.59 0.87 2.56

E_HOMO (alpha / beta)	-15.28 / -15.87	eV
net charge	+3
max |F|	0.1	eV Å⁻¹
multiplicity	5
relative energy (zero: lowest compared OMol25 entry of this formula, charge and spin)	0.0	kcal/mol
lowest unoccupied orbital energy (alpha / beta)	-6.2882 / -9.3469	eV
orbital gap (alpha / beta)	8.996 / 6.524	eV

***

Below is a cluster of 13 separate species, C18H62N6O13 in total at a distorted geometry, with properties calculated with ωB97M-V/def2-TZVPD.

Cartesian coordinates (Å):
C1 -0.55 -1.81 -3.63
C2 -1.16 -2.98 -4.29
O1 -0.59 -3.18 -5.53
H1 -0.97 -1.68 -2.70
H2 -0.76 -0.95 -4.12
H3 0.49 -1.98 -3.66
H4 -2.24 -2.81 -4.44
H5 -0.97 -3.78 -3.59
H6 -0.51 -4.09 -5.87
C3 -2.43 0.36 2.44
C4 -2.35 -0.97 3.20
O2 -1.99 -1.95 2.28
H7 -2.77 1.09 3.17
H8 -3.12 0.31 1.47
H9 -1.41 0.71 2.27
H10 -3.26 -1.02 3.67
H11 -1.52 -0.91 3.92
H12 -1.06 -2.14 2.47
C5 -3.52 3.61 1.67
C6 -3.69 2.78 0.40
O3 -4.99 2.23 0.36
H13 -3.62 2.98 2.56
H14 -4.35 4.29 1.71
H15 -2.57 4.13 1.53
H16 -2.96 2.04 0.09
H17 -3.68 3.44 -0.50
H18 -4.92 1.22 0.23
C7 -4.16 -1.51 -2.28
C8 -3.70 -0.83 -1.04
O4 -4.80 -0.36 -0.41
H19 -4.60 -0.76 -3.01
H20 -4.86 -2.23 -2.03
H21 -3.29 -1.92 -2.83
H22 -3.06 0.02 -1.32
H23 -3.16 -1.51 -0.34
H24 -5.42 -1.10 -0.27
C9 -1.07 -3.37 -0.29
C10 0.05 -4.22 -0.95
O5 0.75 -4.89 0.07
H25 -0.73 -2.90 0.62
H26 -1.91 -3.99 0.14
H27 -1.46 -2.67 -0.90
H28 0.68 -3.52 -1.53
H29 -0.24 -4.89 -1.73
H30 1.42 -5.47 -0.35
C11 0.98 -1.95 3.94
O6 0.71 -2.15 5.26
N1 1.67 -0.92 3.50
N2 0.68 -2.73 2.93
H31 1.77 -0.19 4.22
H32 2.05 -0.73 2.60
H33 0.24 -3.65 3.05
H34 1.09 -2.54 1.98
C12 -0.52 3.58 -1.37
O7 0.66 3.61 -0.64
N3 -1.34 4.55 -1.40
N4 -0.75 2.60 -2.18
H35 -1.24 5.22 -0.69
H36 -2.14 4.53 -2.01
H37 -0.11 1.86 -2.43
H38 -1.69 2.56 -2.69
C13 4.78 0.62 1.85
O8 3.39 0.62 1.66
N5 5.44 -0.22 2.57
N6 5.63 1.47 1.15
H39 4.93 -0.96 3.12
H40 6.48 -0.22 2.56
H41 5.03 2.23 0.75
H42 6.67 1.38 1.14
C14 -0.31 0.19 -0.10
O9 0.81 1.03 0.22
H43 -0.11 -0.16 -1.12
H44 -1.30 0.54 -0.16
H45 -0.41 -0.63 0.60
H46 0.64 1.88 -0.24
C15 3.14 -2.18 0.09
O10 1.78 -1.86 0.51
H47 3.21 -3.25 -0.12
H48 3.83 -1.79 0.87
H49 3.38 -1.76 -0.82
H50 1.62 -0.98 0.14
C16 3.78 2.88 -0.50
O11 4.30 3.75 0.46
H51 4.47 2.13 -0.97
H52 3.28 3.59 -1.27
H53 2.91 2.38 -0.04
H54 3.57 4.41 0.79
C17 0.90 3.47 2.31
O12 0.54 2.11 2.69
H55 1.26 4.04 3.15
H56 -0.03 3.89 1.78
H57 1.66 3.39 1.55
H58 0.76 1.57 1.97
C18 2.28 -0.21 -2.61
O13 1.50 0.81 -3.06
H59 1.76 -1.07 -2.19
H60 3.09 0.07 -1.94
H61 2.73 -0.57 -3.53
H62 1.56 0.93 -4.04

E_HOMO	-8.46	eV
net charge	0
max |F|	8.5	eV Å⁻¹
multiplicity	1
relative energy (zero: lowest compared OMol25 entry of this formula, charge and spin)	26.2	kcal/mol
lowest unoccupied orbital energy	0.0480	eV
orbital gap	8.507	eV

***

Below is an isolated molecule of C4H6N2O at a distorted geometry, with properties calculated with ωB97M-V/def2-TZVPD.

Cartesian coordinates (Å):
C1 1.18 2.04 0.73
O1 1.12 1.03 -0.40
N1 0.17 0.07 -0.05
C2 0.46 -1.15 0.19
C3 -0.70 -1.99 -0.24
C4 -1.66 -0.92 -0.25
N2 -1.09 0.28 -0.34
H1 1.45 1.56 1.73
H2 0.22 2.46 0.73
H3 2.12 2.67 0.45
H4 1.45 -1.28 0.43
H5 -0.66 -2.97 0.19
H6 -2.75 -0.97 -0.27

E_HOMO	-9.20	eV
net charge	0
max |F|	5.7	eV Å⁻¹
multiplicity	1
relative energy (zero: lowest compared OMol25 entry of this formula, charge and spin)	107.5	kcal/mol
SMILES string	COn1cccn1
lowest unoccupied orbital energy	0.9726	eV
orbital gap	10.173	eV

***

Below is a cluster of 2 separate species, C3H10NS in total at a distorted geometry, with properties calculated with ωB97M-V/def2-TZVPD.

Cartesian coordinates (Å):
C1 2.04 0.28 1.54
N1 1.15 0.77 0.63
H1 2.56 0.96 2.19
H2 2.23 -0.77 1.62
H3 0.56 0.18 0.08
H4 0.88 1.74 0.65
C2 -0.39 -0.23 -1.97
S1 -1.94 -0.93 -1.28
C3 -1.69 -0.50 0.48
H5 0.42 -0.92 -1.77
H6 -0.28 0.79 -1.62
H7 -0.52 -0.13 -3.05
H8 -2.60 -0.80 1.00
H9 -0.85 -1.04 0.90
H10 -1.57 0.58 0.60

E_HOMO (alpha / beta)	-6.07 / -8.76	eV
net charge	0
max |F|	1.0	eV Å⁻¹
multiplicity	2
relative energy (zero: lowest compared OMol25 entry of this formula, charge and spin)	17.6	kcal/mol
lowest unoccupied orbital energy (alpha / beta)	0.9241 / 0.9117	eV
orbital gap (alpha / beta)	6.999 / 9.667	eV

***

Below is an isolated molecule of C2H7N3O at a distorted geometry, with properties calculated with ωB97M-V/def2-TZVPD.

Cartesian coordinates (Å):
H1 0.40 2.67 0.18
N1 0.83 1.84 -0.07
C1 0.18 0.67 -0.10
C2 -1.23 0.27 0.58
N2 -1.99 -0.63 -0.38
N3 1.15 -0.40 -0.47
O1 1.15 -1.45 0.43
H2 -0.87 -0.05 1.54
H3 -1.89 1.12 0.83
H4 -1.30 -1.46 -0.65
H5 -1.95 0.27 -1.17
H6 2.02 -0.14 -0.41
H7 0.78 -2.07 -0.21

E_HOMO	-9.35	eV
net charge	0
max |F|	7.6	eV Å⁻¹
multiplicity	1
relative energy (zero: lowest compared OMol25 entry of this formula, charge and spin)	127.5	kcal/mol
SMILES string	[H]/N=C(\CN)NO
lowest unoccupied orbital energy	0.6773	eV
orbital gap	10.029	eV

***

Below is an isolated molecule of C2H9N3 at a distorted geometry, with properties calculated with ωB97M-V/def2-TZVPD.

Cartesian coordinates (Å):
N1 -1.99 -0.85 0.19
C1 -1.28 0.03 -0.70
C2 0.36 0.00 -0.54
N2 0.57 0.47 0.79
N3 2.11 0.46 0.97
H1 -1.71 -1.81 0.05
H2 -1.79 -0.60 1.15
H3 -1.47 -0.27 -1.74
H4 -1.63 1.05 -0.55
H5 0.66 -1.05 -0.62
H6 0.81 0.61 -1.34
H7 0.30 1.45 0.86
H8 2.67 0.98 0.29
H9 2.40 -0.48 1.20

E_HOMO	-8.70	eV
net charge	0
max |F|	4.1	eV Å⁻¹
multiplicity	1
relative energy (zero: lowest compared OMol25 entry of this formula, charge and spin)	44.5	kcal/mol
SMILES string	NCCNN
lowest unoccupied orbital energy	1.1301	eV
orbital gap	9.832	eV

***

Below is a cluster of 2 separate species, C5H11O2 in total at a distorted geometry, with properties calculated with ωB97M-V/def2-TZVPD.

Cartesian coordinates (Å):
C1 -1.69 0.88 1.22
C2 -1.83 -0.39 0.43
C3 -1.19 2.13 0.49
O1 -1.62 2.39 -0.63
O2 -0.30 2.78 1.15
H1 -2.58 1.17 1.92
H2 -0.86 0.72 2.03
H3 -1.18 -0.55 -0.48
H4 -2.91 -0.42 -0.03
H5 -1.79 -1.21 1.18
C4 1.34 -0.63 -0.91
C5 2.67 -1.29 -0.88
H6 1.33 0.28 -0.23
H7 1.12 -0.15 -1.95
H8 0.43 -1.30 -0.69
H9 2.82 -1.79 -1.86
H10 2.71 -2.02 -0.16
H11 3.56 -0.61 -0.61

E_HOMO	-3.67	eV
net charge	-1
max |F|	3.7	eV Å⁻¹
multiplicity	1
relative energy (zero: lowest compared OMol25 entry of this formula, charge and spin)	30.0	kcal/mol
lowest unoccupied orbital energy	3.6250	eV
orbital gap	7.293	eV

***

> What is the multiplicity in the third record?

2

***

> What is the max |F| in the fifth record?

8.5 eV Å⁻¹

***

> Among the records above, which one has the lowest max |F|?

C26H42N6PPdSi2Te2